No. 1
Molecular formula: C22H37ClNPTi
Method: DFT, the ωB97M-V functional and the def2-TZVPD basis

Results
Frontier orbital gap (eV): 4.40
Electronic energy (hartree): -2566.1648
E_LUMO (eV): -1.055
Multiplicity: 1
E_HOMO (eV): -5.5

```
63
Properties=species:S:1:pos:R:3:forces:R:3:lowdin_charge:R:1
C -2.627 -1.274 -2.686 0.493 1.150 -1.109 -0.2739
C -1.793 -1.530 -3.850 -0.806 0.150 -0.246 -0.1575
C -1.280 -0.293 -4.324 0.360 -0.861 0.494 -0.0646
H -1.653 -2.487 -4.366 -0.131 0.464 0.487 0.1177
C -1.582 0.710 -3.380 -0.857 -0.590 0.645 -0.0850
C -2.449 0.151 -2.386 -0.336 -0.241 -0.912 -0.2177
H -2.958 0.733 -1.627 0.143 -0.272 -0.038 0.0937
H -3.127 -2.031 -2.095 -0.438 0.056 -0.167 0.1079
H -0.754 -0.122 -5.272 0.037 -0.297 0.815 0.1212
H -1.265 1.747 -3.490 -0.094 -0.375 0.351 0.1211
Ti -0.812 -1.210 -1.625 3.501 1.526 -0.703 0.7142
Cl 0.142 -3.314 -1.620 -0.646 0.598 0.214 0.0746
C 2.877 -0.201 -2.445 -1.116 -0.113 -0.395 -0.2114
C 2.363 1.031 -2.962 -0.525 -0.985 -0.861 -0.2116
C 1.951 0.805 -4.322 0.091 -0.823 0.977 -0.2241
H 2.075 1.885 -2.362 0.411 0.246 -0.079 0.0418
C 2.200 -0.572 -4.636 -0.281 0.103 0.975 -0.2143
C 2.746 -1.202 -3.462 -0.692 0.261 -0.395 -0.2082
H 2.861 -2.293 -3.310 0.285 0.888 -0.246 0.0640
H 3.166 -0.393 -1.405 0.142 0.134 -0.504 0.0398
H 1.328 1.475 -4.923 0.558 -0.043 0.110 0.0613
H 1.843 -1.092 -5.545 0.508 0.351 0.542 0.0682
C -2.759 -0.765 0.967 -0.144 0.038 -0.169 -0.0762
C -1.508 -0.896 1.832 0.248 0.143 1.173 -0.6113
C -1.855 -0.488 3.262 -0.450 -0.327 0.427 -0.0828
C -1.129 -2.382 1.803 -0.078 -0.264 -0.064 -0.0843
P -0.096 0.185 1.244 -0.498 -0.518 -3.433 1.0389
N -0.393 -0.047 -0.363 0.624 -1.107 0.344 -0.2868
C -0.323 2.030 1.432 0.328 0.347 0.774 -0.6036
C 0.019 2.438 2.876 -0.183 0.262 0.211 -0.0794
C 0.567 2.809 0.434 0.012 -0.087 -0.236 -0.0709
C -1.771 2.402 1.084 -0.119 0.194 -0.044 -0.0840
C 1.596 -0.428 1.779 0.252 -0.146 0.925 -0.5897
C 2.704 0.580 1.446 0.174 0.266 -0.060 -0.0770
C 1.565 -0.653 3.307 0.188 0.061 0.174 -0.0822
C 2.020 -1.756 1.146 -0.176 -0.383 -0.327 -0.0873
H -3.548 -1.376 1.416 0.040 0.073 0.137 0.1044
H -2.626 -1.172 -0.044 -0.032 0.089 0.287 0.0358
H -3.127 0.254 0.868 0.028 -0.130 -0.059 0.0705
H -2.629 -1.183 3.627 0.207 0.301 0.085 0.0991
H -0.990 -0.556 3.933 -0.326 0.054 -0.134 0.0711
H -2.263 0.528 3.296 0.041 -0.195 0.118 0.0706
H -0.825 -2.709 0.800 0.125 0.047 0.276 0.0142
H -0.366 -2.679 2.530 -0.183 0.161 -0.212 0.0748
H -2.038 -2.952 2.038 0.139 0.123 0.061 0.1006
H 1.083 2.307 3.100 -0.218 0.091 -0.098 0.0657
H -0.233 3.497 3.048 0.087 -0.325 -0.126 0.0985
H -0.546 1.842 3.603 0.075 0.210 -0.055 0.0643
H 0.405 2.452 -0.588 0.064 -0.025 0.109 0.0697
H 0.289 3.877 0.454 -0.035 -0.402 0.165 0.0985
H 1.634 2.752 0.648 -0.183 -0.048 0.011 0.0648
H -2.013 2.101 0.061 0.044 -0.079 0.106 0.0699
H -2.505 1.981 1.769 0.027 0.041 0.017 0.0646
H -1.879 3.497 1.118 0.149 -0.294 0.108 0.0989
H 2.636 1.510 2.013 -0.066 -0.106 -0.076 0.0667
H 3.675 0.131 1.703 -0.306 -0.021 -0.011 0.1017
H 2.740 0.806 0.380 -0.052 0.027 -0.026 0.0730
H 0.906 -1.484 3.574 0.163 0.159 0.023 0.0634
H 2.581 -0.913 3.655 -0.373 0.118 -0.207 0.1034
H 1.247 0.240 3.851 0.065 -0.126 0.048 0.0657
H 1.393 -2.603 1.434 0.049 0.225 -0.169 0.0629
H 2.074 -1.701 0.060 -0.134 0.006 -0.069 0.0464
H 3.033 -1.998 1.495 -0.178 0.218 0.043 0.1004
```
Positions in Å, forces in eV/Å.

***

No. 2
Molecular formula: C22H37ClP2Pd
Method: DFT, the ωB97M-V functional and the def2-TZVPD basis

Results
Frontier orbital gap (alpha / beta) (eV): 2.90 / 2.02
Relative energy (zero: lowest compared OMol25 entry of this formula, charge and spin) (kcal per mole): 93.5
Electronic energy (hartree): -2130.2763
E_LUMO (alpha / beta) (eV): -8.391 / -10.375
Charge: +2
Multiplicity: 5
Expectation value of S²: 6.052
E_HOMO (alpha / beta) (eV): -11.3 / -12.4

```
63
Properties=species:S:1:pos:R:3:forces:R:3:lowdin_charge:R:1
P -0.123 -1.119 -2.289 0.113 -3.040 -4.621 1.0500
P 1.612 2.407 -1.016 -0.770 1.144 -2.852 0.5700
C 0.258 0.574 -2.854 -0.097 1.035 0.692 -0.3215
C 1.608 1.065 -2.243 0.297 -0.407 -0.837 -0.3646
H -0.631 1.175 -2.606 0.574 0.053 -0.191 0.0557
H 0.336 0.578 -3.955 -0.180 -0.515 0.371 0.1167
H 2.108 0.245 -1.696 -0.088 0.352 -0.508 0.0476
H 2.262 1.355 -3.066 0.086 -0.188 -0.184 0.0966
C -0.030 3.142 -1.248 0.093 0.216 -0.149 -0.2422
H -0.246 3.787 -0.388 -0.007 0.086 -0.461 0.0490
H -0.762 2.313 -1.232 0.263 0.707 0.036 0.0202
H -0.013 3.678 -2.201 -0.614 0.174 0.094 0.0656
C 2.864 3.653 -1.330 0.291 0.583 -1.242 -0.2340
H 2.602 4.183 -2.268 0.338 0.023 0.424 0.0620
H 3.850 3.173 -1.472 -0.448 0.239 0.198 0.0640
H 2.919 4.376 -0.488 -0.120 -0.584 -0.509 0.0682
C -1.158 -1.875 -3.738 -0.321 0.501 -0.004 -0.1859
H -1.334 -2.945 -3.554 0.302 0.375 0.090 0.0586
H -0.560 -1.792 -4.657 -0.121 0.099 0.380 0.0680
H -2.133 -1.420 -3.960 0.406 -0.040 -0.005 0.0478
C 1.317 -2.025 -3.005 0.448 0.218 0.682 -0.2115
H 2.191 -1.841 -2.371 0.130 -0.212 -0.327 0.0661
H 1.467 -1.654 -4.022 0.237 0.040 0.253 0.0729
H 1.102 -3.098 -3.043 0.079 0.282 0.010 0.0707
Pd 1.623 1.703 0.834 0.783 -1.843 5.205 0.6062
C -2.634 -0.574 -0.466 0.331 1.170 2.703 0.0357
C -2.859 -1.250 -1.610 -1.726 -0.570 -1.255 -0.0529
C -3.356 -2.664 -1.656 0.940 -0.711 -0.052 -0.1075
C -2.682 -3.536 -0.577 -1.352 -0.535 0.125 -0.1395
C -1.250 -3.751 -0.799 0.356 -0.545 0.005 -0.0061
C -0.299 -2.766 -0.776 1.782 2.562 2.057 -0.2075
C -0.322 -1.631 0.332 -0.287 0.156 0.763 -0.1914
C -1.622 -0.787 0.606 0.562 -0.828 0.131 -0.1355
C 2.496 0.102 1.839 0.578 -0.982 0.077 -0.1893
H -3.369 0.236 -0.217 0.817 -0.077 -0.643 0.1887
H -3.019 -0.664 -2.516 -0.562 0.124 0.276 0.1330
H -3.195 -3.095 -2.652 -0.237 0.214 0.244 0.1228
H -4.456 -2.643 -1.493 0.481 0.258 -0.046 0.1723
H -2.896 -3.062 0.393 0.252 -0.334 0.008 0.1370
H -3.138 -4.535 -0.558 -0.260 0.475 0.028 0.1432
H -0.918 -4.796 -0.862 -0.007 0.464 -0.445 0.1563
H 0.768 -3.035 -0.909 -0.904 -0.210 -0.002 0.1197
H 0.455 -0.847 0.146 -0.159 -0.861 -0.031 0.0597
H -0.035 -2.090 1.303 -0.195 0.149 -0.517 0.1391
H -2.087 -1.200 1.533 -0.313 0.400 -0.457 0.1599
H -1.266 0.216 0.941 -0.278 -0.391 -0.179 0.0963
H 3.208 0.471 2.590 -0.151 0.032 -0.434 0.0081
H 2.956 -0.510 1.064 0.169 -0.240 0.333 -0.0243
H 1.650 -0.384 2.335 0.098 -0.042 -0.104 -0.0151
Cl 2.512 3.490 3.472 0.528 0.244 -0.317 0.7345
C 1.495 2.292 4.143 -0.696 -0.874 1.127 -0.6527
C 1.776 1.791 5.428 -0.843 -0.018 -0.484 -0.0750
C 0.812 1.008 6.087 0.069 0.335 -0.722 -0.0564
C -0.362 0.647 5.406 -0.004 -0.364 -0.190 -0.0733
C -0.547 0.996 4.068 0.426 0.158 0.614 -0.0643
C 0.349 1.872 3.435 -0.051 0.390 -0.560 -0.3586
C 0.088 2.323 2.059 -0.761 0.476 0.257 -0.2434
H 2.717 2.032 5.900 -0.090 0.182 0.091 0.1100
H 0.975 0.721 7.121 -0.036 -0.074 -0.199 0.1122
H -1.137 0.054 5.898 0.374 0.191 -0.044 0.1096
H -1.426 0.668 3.512 0.059 0.106 0.250 0.0963
H -0.782 1.886 1.557 -0.210 0.509 0.550 0.0189
H 0.273 3.375 1.789 -0.375 -0.237 0.498 0.0430
```
Positions in Å, forces in eV/Å.

***

No. 3
Molecular formula: C22H37ClP2Pd
Method: DFT, the ωB97M-V functional and the def2-TZVPD basis

Results
Frontier orbital gap (alpha / beta) (eV): 5.44 / 5.71
Relative energy (zero: lowest compared OMol25 entry of this formula, charge and spin) (kcal per mole): 74.5
Electronic energy (hartree): -2130.3067
E_LUMO (alpha / beta) (eV): -7.697 / -8.608
Charge: +2
Multiplicity: 5
Expectation value of S²: 6.321
E_HOMO (alpha / beta) (eV): -13.1 / -14.3

```
63
Properties=species:S:1:pos:R:3:forces:R:3:lowdin_charge:R:1
P 0.507 2.915 -0.393 0.902 6.689 -0.095 0.9646
P 0.016 -0.577 -2.207 1.612 3.459 -2.522 0.7351
C 0.469 2.439 -2.167 0.475 -0.713 -0.432 -0.2739
C -0.393 1.230 -2.577 -0.273 -0.323 -0.134 -0.3360
H 1.505 2.334 -2.526 -0.192 -0.219 0.208 0.1031
H 0.059 3.301 -2.728 0.215 -0.330 0.588 0.1056
H -1.446 1.380 -2.297 0.228 0.044 -0.080 0.0892
H -0.375 1.207 -3.681 -0.087 0.096 0.313 0.0951
C 1.629 -0.660 -3.074 0.080 -0.192 -0.057 -0.2128
H 1.912 -1.707 -3.204 0.067 0.083 0.004 0.0608
H 2.442 -0.137 -2.556 -0.310 -0.155 -0.015 0.0473
H 1.505 -0.204 -4.069 0.052 -0.135 0.262 0.0684
C -1.139 -1.296 -3.426 0.663 -0.331 -0.881 -0.2471
H -0.700 -0.894 -4.348 -0.447 -0.391 -0.274 0.0678
H -2.158 -0.960 -3.324 -0.300 0.146 0.003 0.0588
H -1.085 -2.401 -3.473 -0.086 0.413 -0.176 0.0611
C 1.688 4.390 0.003 1.097 0.359 -0.331 -0.1354
H 1.434 4.748 1.014 -0.074 -0.176 -0.391 0.0758
H 1.594 5.246 -0.685 -0.191 -0.549 0.273 0.0650
H 2.763 4.122 0.021 -0.713 0.099 -0.011 0.0610
C -0.744 4.438 -0.725 -0.565 -0.294 -0.012 -0.1737
H -1.682 4.074 -1.170 0.112 0.098 0.135 0.0576
H -0.286 5.193 -1.392 -0.250 -0.644 0.202 0.0553
H -0.972 4.927 0.238 0.170 -0.218 -0.434 0.0619
Pd -0.922 -2.013 -1.043 0.227 -2.544 1.221 0.5814
C 1.582 0.625 0.262 0.047 -2.237 -1.481 -0.1222
C 2.096 1.935 0.306 0.056 -2.455 -0.327 -0.3514
C 2.586 1.984 1.755 -0.077 0.720 0.087 -0.1249
C 1.422 2.138 2.763 1.581 0.089 1.100 -0.1649
C 0.220 2.791 2.292 -0.933 0.324 0.470 -0.0209
C -0.533 2.488 1.102 -0.745 -0.028 0.632 -0.3619
C -0.912 1.062 0.747 0.133 -0.471 0.453 -0.1843
C 0.332 0.173 0.887 -0.981 -1.224 0.765 -0.2217
C -2.435 -1.783 0.243 -2.076 0.647 1.115 -0.1491
H 2.185 -0.179 -0.183 -0.308 0.336 -0.232 0.1299
H 2.866 2.121 -0.449 -0.016 -0.051 0.261 0.1291
H 3.349 2.751 1.868 -0.205 0.316 0.146 0.1268
H 3.104 1.028 1.945 -0.126 0.511 -0.003 0.1370
H 1.184 1.135 3.151 -0.017 0.256 0.108 0.1255
H 1.846 2.702 3.614 -0.436 -0.339 -0.202 0.1405
H -0.216 3.503 2.999 0.057 0.016 -0.532 0.1417
H -1.419 3.123 1.094 0.135 -0.151 -0.251 0.1182
H -1.337 1.005 -0.267 0.140 0.112 0.365 0.0770
H -1.707 0.740 1.429 0.284 -0.128 -0.127 0.1330
H 0.455 -0.021 1.962 0.161 0.006 -0.021 0.1295
H 0.047 -0.829 0.513 0.460 0.379 0.177 0.0317
H -3.023 -2.703 0.156 0.062 0.321 0.083 0.0033
H -2.917 -0.909 -0.214 -0.180 -0.252 0.277 0.0239
H -2.081 -1.593 1.259 -0.019 -0.141 -0.169 0.0269
Cl -2.013 -4.824 -1.162 -0.050 -0.388 -0.377 0.7635
C -1.513 -4.899 0.482 -0.597 -0.547 1.374 -0.6206
C -2.367 -5.485 1.437 0.560 0.126 -0.721 -0.0622
C -2.122 -5.248 2.795 0.061 0.139 -0.439 -0.0209
C -0.896 -4.682 3.193 0.535 -0.179 0.046 -0.0447
C 0.052 -4.333 2.243 -0.564 0.789 0.392 -0.0173
C -0.315 -4.257 0.873 0.538 0.817 -1.088 -0.3207
C 0.468 -3.475 -0.091 0.846 -2.282 1.232 -0.1183
H -3.174 -6.133 1.089 -0.073 0.588 0.224 0.1243
H -2.899 -5.464 3.526 0.330 -0.254 -0.125 0.1265
H -0.667 -4.571 4.257 -0.083 -0.135 -0.407 0.1231
H 1.055 -3.991 2.517 -0.465 -0.029 0.064 0.1253
H 1.319 -2.993 0.394 -0.088 0.067 -0.238 0.0611
H 0.756 -4.028 -1.000 -0.357 0.460 0.005 0.0722
```
Positions in Å, forces in eV/Å.

***

What is the electronic energy in the second record?
-2130.2763 hartree